# 1
Molecular formula: C4H7N3
Method: DFT, the ωB97M-V functional and the def2-TZVPD basis

Output
Structure (SMILES): [H]/N=C/[C@@H]1N=C1NC
Spin multiplicity: 1
HOMO level: -0.3320 Eh
ΔE to the lowest compared entry with this formula, charge and spin: 224.7 kJ/mol
Charge: 0

Atoms and positions in Å:
H (1.45313, 3.29809, -0.53490)
N (0.91279, 2.45146, -0.72608)
C (1.50942, 1.41226, -0.29871)
C (1.03058, 0.02637, -0.60916)
N (0.22881, -0.08804, -1.89164)
C (-0.35490, -0.31878, -0.79470)
N (-1.42848, -0.81761, -0.16095)
C (-1.35105, -1.28591, 1.21405)
H (2.46573, 1.40895, 0.24592)
H (1.67567, -0.83253, -0.36785)
H (-2.21634, -1.09767, -0.72341)
H (-0.39794, -0.90924, 1.59773)
H (-2.17359, -0.87712, 1.81417)
H (-1.34059, -2.38581, 1.27630)

Force components x, y, z for each atom (eV/Å):
-0.14 -0.21 0.20
0.40 -0.45 0.17
0.12 -0.16 -0.06
0.03 0.11 0.35
-0.87 -0.44 0.18
0.19 -0.36 -0.30
-0.08 0.29 -0.30
0.24 0.15 -0.03
-0.11 0.30 -0.06
0.27 0.65 -0.14
0.06 0.05 -0.04
-0.26 -0.13 0.18
0.22 -0.16 -0.12
-0.07 0.35 -0.02

# 2
Molecular formula: C4H10N
Method: DFT, the ωB97M-V functional and the def2-TZVPD basis

Output
Spin multiplicity: 2
HOMO level (alpha / beta): -0.7436 / -0.7436 Eh
ΔE to the lowest compared entry with this formula, charge and spin: 134.0 kJ/mol
⟨S²⟩: 0.75
Charge: +2

Atoms and positions in Å:
C (-3.47272, -0.94094, 0.43127)
C (-2.74415, -1.97316, 0.07132)
H (-3.37425, -0.46624, 1.37864)
H (-4.27736, -0.55391, -0.17083)
H (-2.57795, -2.72543, 0.73937)
H (-2.59256, -2.19647, -0.99053)
C (3.10229, 1.17731, 0.34037)
C (1.04550, 0.97319, -1.04440)
N (1.66193, 0.71068, 0.08298)
H (3.82420, 0.41346, 0.09303)
H (3.24795, 1.19438, 1.38724)
H (3.53872, 1.96482, -0.22600)
H (1.44872, 1.68414, -1.71874)
H (-0.04726, 0.73245, -1.05050)
H (1.21694, 0.00572, 0.67678)

Force components x, y, z for each atom (eV/Å):
-1.63 2.17 0.81
0.01 -0.91 -3.33
0.18 0.48 0.94
-0.35 0.18 -0.53
0.99 -2.15 2.03
0.42 0.03 0.13
-0.34 -2.30 0.26
-1.11 0.01 3.75
1.10 0.74 -3.29
-0.34 -1.14 -0.45
-0.23 0.91 1.15
-1.00 1.40 -0.39
0.54 0.30 -0.80
1.26 -0.26 -0.60
0.50 0.54 0.31

# 3
Molecular formula: C5H8
Method: DFT, the ωB97M-V functional and the def2-TZVPD basis

Output
Structure (SMILES): C=CC(=C)C
Spin multiplicity: 1
HOMO level: -0.3149 Eh
ΔE to the lowest compared entry with this formula, charge and spin: 229.8 kJ/mol
Charge: 0

Atoms and positions in Å:
C (1.26349, -0.71754, -1.41882)
C (0.05737, -0.38660, -0.99320)
C (-0.50107, 0.12351, 0.28461)
C (-1.20662, 1.26401, 0.29819)
C (0.22415, -0.28100, 1.59550)
H (2.11747, -0.82334, -0.74193)
H (1.40509, -0.68069, -2.49330)
H (-0.83946, -0.61068, -1.59708)
H (-1.92005, 1.45262, 1.09378)
H (-1.11594, 2.05812, -0.44097)
H (-0.47059, -0.78844, 2.26498)
H (0.96947, -1.08002, 1.52313)
H (0.75909, 0.59848, 1.91469)

Force components x, y, z for each atom (eV/Å):
0.51 0.53 0.31
-2.10 -0.14 0.16
2.65 0.20 0.65
-0.68 -0.22 -0.04
-0.98 -1.47 -0.59
-0.13 0.50 -0.37
0.22 -1.01 0.06
0.84 0.79 -0.80
0.79 0.47 0.65
-0.74 -0.74 -0.68
-0.15 0.88 0.69
0.03 0.13 -0.87
-0.27 0.09 0.82

# 4
Molecular formula: C3H10O3
Method: DFT, the ωB97M-V functional and the def2-TZVPD basis

Output
Structure (SMILES): C=CCO.O.O
Spin multiplicity: 1
HOMO level: -0.3396 Eh
ΔE to the lowest compared entry with this formula, charge and spin: 246.0 kJ/mol
Charge: 0

Atoms and positions in Å:
C (1.76734, 1.35817, 0.09757)
C (1.39685, 0.14300, 0.51274)
C (1.34467, -1.03508, -0.35880)
O (0.72541, -2.10200, 0.38978)
H (1.31372, 2.18047, 0.67349)
H (2.66134, 1.57158, -0.53502)
H (0.70579, -0.08521, 1.36490)
H (0.86489, -0.79951, -1.32126)
H (2.31600, -1.63896, -0.52361)
H (-0.21970, -1.78142, 0.63495)
O (-1.87907, 1.72734, -0.01977)
H (-2.52941, 1.10665, -0.37659)
H (-2.28705, 2.47604, 0.32958)
O (-2.16386, -0.96358, 0.02863)
H (-2.38131, -1.85336, -0.25334)
H (-1.63562, -0.30413, -0.64322)

Force components x, y, z for each atom (eV/Å):
0.63 0.46 1.78
-1.22 0.78 -0.56
2.36 -3.50 0.42
-3.13 0.86 0.07
0.82 -0.08 -0.28
-1.39 -0.29 -0.12
0.57 1.12 -0.59
0.04 -0.30 0.27
-0.85 1.79 -0.42
2.13 -0.82 -0.56
1.44 -2.04 -1.22
-0.41 0.77 0.58
-1.33 1.69 0.73
1.70 2.97 -1.17
0.37 0.14 -1.03
-1.73 -3.55 2.10

# 5
Molecular formula: C20H24CrF4MgN4O20P2
Method: DFT, the ωB97M-V functional and the def2-TZVPD basis

Output
Spin multiplicity: 4
HOMO level (alpha / beta): -0.1357 / -0.1425 Eh
⟨S²⟩: 3.82
Charge: -1

Atoms and positions in Å:
Cr (-7.74456, 4.80029, -18.74834)
Mg (-8.31691, 2.32918, -16.90151)
P (-5.95418, 3.12965, -17.72516)
O (-6.58504, 2.75428, -16.36914)
O (-7.30672, 2.83771, -18.39670)
O (-4.75173, 2.37648, -18.15737)
O (-5.98771, 4.67789, -18.03798)
P (-9.94703, 5.08851, -17.59243)
O (-8.82109, 4.16466, -17.03391)
O (-9.56598, 4.29028, -18.88570)
O (-9.00151, 6.09220, -18.28753)
O (-11.29853, 4.54524, -17.95746)
C (-5.09429, 5.49489, -15.31606)
C (-5.71446, 6.90977, -15.62732)
O (-6.13018, 7.28223, -14.31525)
C (-5.95901, 6.34215, -13.40496)
O (-6.37315, 6.40404, -12.30892)
O (-5.36361, 5.29772, -13.92164)
F (-6.80241, 6.75244, -16.33516)
H (-4.04031, 5.63481, -15.55616)
H (-5.57756, 4.64254, -15.79358)
H (-5.02717, 7.60402, -16.11078)
C (-3.58177, 1.37797, -15.58893)
C (-4.51451, 1.59974, -14.40044)
O (-3.60470, 1.36068, -13.43338)
C (-2.65386, 0.44816, -13.80684)
O (-1.78785, -0.04418, -13.05072)
O (-2.62414, 0.43141, -15.12657)
F (-5.36700, 0.61839, -14.21800)
H (-3.22201, 2.37618, -15.83842)
H (-4.24507, 0.94974, -16.34044)
H (-4.97705, 2.58672, -14.40562)
C (-2.78947, 0.97910, -20.04987)
C (-4.08385, 1.29442, -20.81221)
O (-4.15296, 0.17920, -21.50248)
C (-3.46048, -0.81785, -20.96369)
O (-3.44298, -1.95476, -21.35633)
O (-2.76494, -0.41941, -19.89007)
F (-4.03167, 2.28541, -21.73224)
H (-2.85738, 1.53478, -19.11461)
H (-1.93903, 1.15192, -20.70941)
H (-5.02612, 1.35613, -20.26776)
C (-2.81362, 5.25309, -18.84477)
C (-3.25416, 4.71846, -20.20728)
O (-1.97445, 4.31655, -20.78578)
C (-0.96175, 4.59941, -19.90760)
O (0.20539, 4.72566, -20.28626)
O (-1.49173, 4.81597, -18.70349)
F (-3.70331, 5.78559, -20.89008)
H (-3.39404, 4.80650, -18.03745)
H (-2.82772, 6.32827, -18.66618)
H (-3.88292, 3.82845, -20.18209)
C (-7.32902, 2.47998, -23.05624)
C (-7.57111, 3.27462, -21.85864)
N (-7.70251, 3.89784, -20.89682)
H (-6.66539, 2.94630, -23.78441)
H (-8.30962, 2.27108, -23.48391)
H (-7.00781, 1.45528, -22.86941)
C (-6.51715, 8.02229, -22.28541)
C (-6.74309, 7.27008, -21.02565)
N (-6.87672, 6.63968, -20.02329)
H (-5.57173, 7.78805, -22.77470)
H (-6.50865, 9.10580, -22.16698)
H (-7.35510, 7.93825, -22.97742)
C (-7.55453, 2.56313, -12.71762)
C (-8.27852, 2.27658, -13.95786)
N (-8.90074, 2.06347, -14.91099)
H (-7.97752, 3.48026, -12.30769)
H (-6.51302, 2.88330, -12.74685)
H (-7.47325, 1.77550, -11.96853)
C (-5.85028, -0.91659, -18.17047)
C (-7.00239, -0.28030, -17.42330)
N (-7.95286, 0.20266, -16.88323)
H (-5.00097, -0.32922, -17.82152)
H (-5.94945, -1.01743, -19.25126)
H (-5.77749, -1.95018, -17.83211)

Force components x, y, z for each atom (eV/Å):
-4.08 -0.86 -0.04
-1.47 0.29 0.11
-2.49 1.06 0.20
4.16 0.25 3.54
-0.15 -2.29 -5.19
1.22 -0.17 -0.19
3.54 -0.42 1.04
0.92 -5.07 -6.68
0.99 0.86 7.53
1.76 -4.66 -8.64
0.33 8.54 2.95
-4.11 2.79 5.03
-0.13 0.97 -0.33
0.32 -2.68 1.62
0.31 2.39 -1.08
-0.42 -0.23 -0.84
-0.48 0.21 2.12
1.44 -1.15 -0.41
-1.45 0.51 -1.20
0.30 -0.77 0.50
0.11 0.56 -0.40
-0.17 0.28 0.36
-2.61 -0.05 -0.71
2.17 0.57 -1.63
2.13 0.08 4.19
3.51 0.42 2.69
-3.66 1.30 -2.53
-0.08 -0.14 -0.74
-3.01 -1.71 -0.58
0.70 -0.47 -0.45
0.85 0.21 -0.54
-0.03 -0.20 0.36
0.26 2.73 0.98
0.05 0.98 1.65
-1.21 -4.38 -3.47
0.53 -3.14 -0.22
-0.41 0.97 0.03
-1.01 0.24 -0.10
0.44 0.85 0.01
0.72 -0.31 0.14
0.06 1.02 0.22
0.36 0.91 0.64
-1.21 -0.92 1.40
2.08 0.26 0.94
-0.54 0.23 0.32
1.96 0.92 -2.22
-3.01 -0.85 1.69
2.06 -0.12 0.30
-0.76 -0.11 -1.03
-0.13 -0.10 -0.17
-0.25 0.12 -0.80
-0.43 0.73 -0.20
-0.93 -0.67 -0.24
0.56 0.45 1.01
0.40 -0.37 -1.49
-0.13 0.11 0.23
-0.08 0.45 -0.45
0.55 0.23 0.54
-0.36 0.50 0.11
-0.22 -2.12 3.46
0.58 2.68 -4.67
-0.15 -0.44 0.16
0.18 0.02 0.78
0.03 -0.75 0.02
0.38 0.89 0.58
-0.17 -0.58 -0.71
0.68 0.28 2.09
-0.50 -0.22 0.33
0.12 -0.13 -1.27
-0.87 -0.24 -0.28
-0.95 0.21 1.55
-3.66 1.23 0.83
4.40 -2.58 -2.65
0.30 -0.21 -0.56
-0.31 0.77 0.10
0.16 0.07 0.35

# 6
Molecular formula: C34H42BN6O6RuS
Method: DFT, the ωB97M-V functional and the def2-TZVPD basis

Output
Spin multiplicity: 2
HOMO level (alpha / beta): -0.2865 / -0.2846 Eh
ΔE to the lowest compared entry with this formula, charge and spin: 25.5 kJ/mol
⟨S²⟩: 0.76
Charge: 0

Atoms and positions in Å:
Ru (1.05178, 0.05693, -0.15448)
B (4.31075, 1.02313, -0.20849)
N (3.86558, 0.02533, 0.91054)
C (4.68270, -0.54297, 1.80498)
C (3.93742, -1.34232, 2.65414)
C (2.63281, -1.20827, 2.19129)
N (2.60160, -0.36532, 1.15931)
N (3.57180, 0.69326, -1.54986)
C (4.09179, 0.86464, -2.77189)
C (3.19040, 0.41108, -3.71679)
C (2.10490, -0.03815, -2.97170)
N (2.35567, 0.12718, -1.67608)
H (4.10018, 2.16430, 0.12527)
H (5.48704, 0.82695, -0.38256)
H (5.74036, -0.34726, 1.76465)
H (4.29211, -1.95549, 3.46350)
H (1.73676, -1.72065, 2.50065)
H (5.08184, 1.27326, -2.88119)
H (3.30402, 0.40330, -4.78588)
H (1.15914, -0.44503, -3.28553)
O (-1.02179, -1.44871, -0.59475)
N (-0.66508, -2.43671, -1.25064)
N (0.59684, -2.68574, -1.14204)
O (1.36164, -1.98745, -0.30910)
C (1.19836, -3.73790, -1.88545)
C (0.41438, -4.66049, -2.57021)
C (1.03776, -5.66423, -3.29073)
C (2.42410, -5.75453, -3.32926)
C (3.18884, -4.82861, -2.63760)
C (2.58264, -3.81436, -1.90947)
H (-0.66224, -4.58406, -2.53516)
H (0.43255, -6.38463, -3.82563)
H (2.90214, -6.54340, -3.89469)
H (4.26917, -4.88938, -2.66215)
H (3.15970, -3.08161, -1.36522)
C (-3.79968, -2.29118, 6.63467)
C (-2.83980, -1.69725, 5.64412)
C (-3.18384, -1.56726, 4.30712)
C (-2.31712, -1.01567, 3.37039)
C (-2.75884, -0.91035, 1.94053)
C (-1.05496, -0.57283, 3.81866)
C (-0.09262, 0.03150, 2.91111)
O (-0.23202, 0.13366, 1.70135)
C (-0.68933, -0.68709, 5.17971)
C (0.65180, -0.23128, 5.70616)
C (-1.58632, -1.25436, 6.06391)
H (-4.66480, -2.72642, 6.13767)
H (-4.15598, -1.52561, 7.32685)
H (-3.31543, -3.06691, 7.22900)
H (-4.15670, -1.90958, 3.97399)
H (-3.76527, -1.31276, 1.83222)
H (-2.08863, -1.44648, 1.27074)
H (-2.74198, 0.12015, 1.58016)
H (0.81817, 0.43717, 3.37684)
H (1.47969, -0.75339, 5.22319)
H (0.71248, -0.42806, 6.77490)
H (0.80921, 0.83869, 5.55970)
H (-1.31008, -1.35536, 7.10769)
C (2.34016, 4.13991, 1.32465)
S (1.36155, 2.66850, 1.52661)
C (-0.24293, 3.42074, 1.72561)
O (1.35699, 2.08345, 0.11074)
H (1.95941, 4.68258, 0.46002)
H (3.36728, 3.82597, 1.15931)
H (2.25667, 4.73571, 2.23300)
H (-0.36745, 3.68703, 2.77576)
H (-0.96529, 2.66566, 1.40805)
H (-0.32389, 4.29567, 1.08399)
C (-4.32452, 3.18292, -5.92753)
C (-3.53506, 2.70745, -4.73696)
C (-2.87387, 3.60410, -3.91000)
C (-2.16510, 3.17539, -2.79262)
C (-1.46846, 4.17359, -1.90629)
C (-2.10560, 1.81224, -2.51027)
C (-2.74530, 0.88724, -3.33617)
C (-2.67251, -0.58658, -3.04247)
C (-3.45975, 1.35320, -4.43239)
C (-1.33781, 1.35497, -1.29634)
O (-1.77476, 1.56178, -0.16881)
O (-0.22043, 0.77432, -1.58668)
H (-4.10948, 4.22762, -6.15120)
H (-5.39779, 3.09530, -5.74518)
H (-4.09533, 2.59142, -6.81503)
H (-2.90966, 4.66483, -4.13703)
H (-1.47476, 5.16488, -2.35988)
H (-0.43130, 3.87733, -1.72692)
H (-1.96674, 4.22862, -0.93686)
H (-1.63692, -0.92324, -2.98298)
H (-3.18485, -1.15963, -3.81459)
H (-3.12528, -0.82009, -2.07680)
H (-3.96281, 0.63574, -5.07315)

Force components x, y, z for each atom (eV/Å):
0.52 0.23 0.27
-0.07 0.03 -0.01
0.05 -0.03 0.00
0.00 -0.02 -0.04
0.00 -0.01 0.01
0.03 -0.02 -0.03
0.03 0.05 0.07
0.21 -0.26 0.04
0.03 -0.09 0.05
-0.03 -0.02 0.00
0.02 -0.08 -0.03
-0.13 0.48 -0.10
-0.06 -0.03 0.02
0.00 0.05 -0.01
0.00 0.00 0.00
0.00 0.00 0.00
0.01 0.00 -0.01
0.00 0.00 0.01
0.00 -0.01 0.00
-0.01 0.02 -0.01
-0.11 -0.27 0.23
0.11 0.02 0.00
0.07 0.02 -0.15
-0.31 0.05 0.10
-0.02 0.05 0.02
-0.01 0.00 0.00
0.01 0.00 -0.01
-0.01 0.01 0.00
0.00 0.00 0.01
0.02 -0.02 -0.02
0.01 0.00 0.00
0.00 0.00 0.00
0.00 0.00 0.00
0.00 0.00 0.00
0.00 0.00 0.00
0.00 0.01 0.01
-0.01 0.00 -0.02
0.02 -0.03 0.02
-0.01 0.02 -0.11
-0.02 0.00 0.09
-0.01 0.12 0.04
0.01 0.15 0.08
-0.01 -0.43 -0.29
-0.01 -0.03 0.02
-0.02 -0.01 -0.02
0.01 0.01 0.00
0.00 0.00 0.00
0.00 0.00 0.00
0.00 0.00 0.00
0.00 0.00 0.00
-0.02 0.02 0.03
-0.05 0.00 0.05
0.01 -0.03 0.00
0.02 -0.06 -0.04
0.01 0.01 0.00
0.00 -0.01 0.00
0.00 0.00 0.00
0.00 0.00 0.00
0.03 0.03 -0.02
0.00 -0.10 0.00
-0.03 0.00 0.01
-0.03 0.11 -0.05
0.02 0.00 0.01
0.00 0.02 0.00
-0.01 0.00 0.01
0.00 0.01 -0.01
-0.01 -0.01 0.01
-0.02 0.01 -0.03
0.00 0.00 0.00
0.00 -0.01 0.00
-0.01 0.00 0.02
-0.01 -0.01 -0.01
0.01 -0.02 0.01
0.01 0.11 -0.03
-0.02 -0.07 -0.01
0.00 0.03 -0.06
0.01 0.01 -0.02
0.07 -0.16 -0.11
0.02 0.11 0.01
-0.19 -0.07 0.08
0.00 0.00 0.00
0.00 0.00 0.00
0.00 0.00 0.00
0.00 0.00 0.00
0.01 -0.01 0.01
-0.01 0.01 0.01
0.00 0.02 0.02
-0.11 0.04 -0.07
-0.02 0.00 -0.01
0.04 0.00 -0.02
0.00 0.00 0.00

Q: charge of number 6 (C34H42BN6O6RuS)?
A: 0